1.
C4H12N2O | ωB97M-V/def2-TZVPD

- HOMO-LUMO gap: 9.6 eV
- Energy above the lowest of the compared OMol25 structures with the same formula, charge and spin: 455.0 kJ/mol
- Calculated total energy: -344.2117 a.u.

Element x y z (Å)
C1 0.8819 0.5549 -1.6139
C2 -0.2010 1.2693 -0.9764
C3 -2.1065 0.9245 0.5332
C4 1.8649 -2.3307 1.8843
H1 0.8720 -0.4921 -1.2056
H2 1.7602 1.2817 -1.8156
H3 0.4085 0.3769 -2.6923
H4 -0.1949 -0.2678 0.4273
H5 -2.9753 0.8840 -0.1308
H6 -2.3627 0.1029 1.2085
H7 -1.9277 1.8278 1.1431
H8 0.7301 -2.4092 -0.3005
H9 0.0334 -3.1879 1.5729
H10 1.7069 -1.6388 2.7703
H11 2.3552 -3.1625 2.3423
H12 2.6680 -1.7874 1.2965
N1 -0.8822 0.4725 -0.2527
N2 0.5964 -2.3709 1.0794
O1 -0.4636 2.4067 -1.1707

---

2.
C4H12N2O | ωB97M-V/def2-TZVPD

- HOMO-LUMO gap: 9.2 eV
- Energy above the lowest of the compared OMol25 structures with the same formula, charge and spin: 146.1 kJ/mol
- SMILES string: CN(C)[C@H](N)CO
- Calculated total energy: -344.3294 a.u.

Element x y z (Å)
C1 -1.1054 -1.2691 -0.6077
N1 0.0947 -0.9216 0.1278
C2 1.2903 -1.1888 -0.6441
C3 0.0562 0.3910 0.7403
N2 -1.0251 0.3842 1.7135
C4 -0.1761 1.5892 -0.2098
O1 0.9024 1.8445 -1.0759
H1 -1.1416 -2.3540 -0.7107
H2 -1.9694 -0.9345 -0.0395
H3 -1.1346 -0.8250 -1.6120
H4 1.3498 -0.5981 -1.5675
H5 2.1698 -0.9823 -0.0342
H6 1.2942 -2.2466 -0.9068
H7 1.0522 0.5313 1.2144
H8 -0.9615 -0.4585 2.2738
H9 -0.9581 1.1854 2.3299
H10 -0.3966 2.4749 0.4041
H11 -1.0393 1.3953 -0.8459
H12 1.6982 1.9825 -0.5496

---

3.
C4H12N2O | ωB97M-V/def2-TZVPD

- HOMO-LUMO gap: 9.6 eV
- Energy above the lowest of the compared OMol25 structures with the same formula, charge and spin: 134.6 kJ/mol
- SMILES string: C[C@H](CN)[C@@H](N)O
- Calculated total energy: -344.3338 a.u.

Element x y z (Å)
C1 0.6215 1.2760 0.5088
C2 0.2950 -0.1820 0.2353
C3 0.7564 -0.6938 -1.0993
N1 2.3040 -0.6800 -1.0769
C4 -1.3454 -0.4529 0.1256
N2 -1.8640 -0.5248 1.4643
O1 -2.0390 0.4774 -0.6763
H1 0.4610 1.8936 -0.3753
H2 -0.0109 1.6690 1.3045
H3 1.6656 1.3765 0.7990
H4 0.6310 -0.8229 1.0528
H5 0.4739 -1.7347 -1.2560
H6 0.4378 -0.0499 -1.9190
H7 2.7184 0.2455 -1.0873
H8 2.6957 -1.3089 -0.3834
H9 -1.5512 -1.4239 -0.3393
H10 -2.8452 -0.7802 1.4624
H11 -1.7630 0.3611 1.9473
H12 -1.6415 1.3548 -0.6874

---

4.
C4H12N2O | ωB97M-V/def2-TZVPD

- HOMO-LUMO gap: 9.4 eV
- Energy above the lowest of the compared OMol25 structures with the same formula, charge and spin: 312.4 kJ/mol
- SMILES string: NCNCCCO
- Calculated total energy: -344.2661 a.u.

Element x y z (Å)
N1 0.1187 2.7033 1.2105
C1 0.1564 1.2999 1.6711
N2 0.1798 0.4391 0.5055
C2 0.5104 -0.9955 0.8210
C3 0.5569 -1.6837 -0.6578
C4 -0.2106 -0.8498 -1.9323
O1 -1.5539 -0.8358 -1.4345
H1 0.5797 2.8611 0.3767
H2 -0.8256 3.0453 1.1487
H3 1.0387 1.1274 2.3175
H4 -0.8080 1.0489 2.2158
H5 -0.6842 0.4391 -0.0237
H6 1.6106 -0.8656 1.2870
H7 -0.1199 -1.6320 1.3294
H8 1.4658 -1.7094 -1.1720
H9 0.2039 -2.8014 -0.7397
H10 0.2007 0.1911 -1.9704
H11 -0.1939 -1.3774 -2.9131
H12 -2.2256 -0.4046 -2.0397

---

5.
C4H12N2O | ωB97M-V/def2-TZVPD

- HOMO-LUMO gap: 8.8 eV
- Energy above the lowest of the compared OMol25 structures with the same formula, charge and spin: 193.7 kJ/mol
- SMILES string: N/C=C/CCN.O
- Calculated total energy: -344.3112 a.u.

Element x y z (Å)
N1 0.1582 -0.5889 2.3224
C1 -0.6724 -0.2912 1.2246
C2 -0.4516 -0.4625 -0.0884
C3 -0.9406 0.5016 -1.1154
C4 -0.3269 1.9112 -0.9957
N2 1.0591 1.9729 -1.4602
H1 0.3140 0.2474 2.8594
H2 0.9728 -1.1281 2.0699
H3 -1.4555 0.4096 1.5117
H4 0.3437 -1.1901 -0.2373
H5 -2.0291 0.6398 -1.0471
H6 -0.7512 0.1221 -2.1228
H7 -0.3110 2.1662 0.0559
H8 -0.9027 2.6571 -1.5305
H9 1.6268 1.3182 -0.9373
H10 1.1271 1.7414 -2.4440
O1 1.0444 -3.2149 0.8013
H11 1.0247 -3.6409 -0.0577
H12 0.1701 -3.1710 1.1911

---

6.
C4H12N2O | ωB97M-V/def2-TZVPD

- HOMO-LUMO gap: 9.5 eV
- Energy above the lowest of the compared OMol25 structures with the same formula, charge and spin: 148.7 kJ/mol
- SMILES string: CNC(C)=O.CN
- Calculated total energy: -344.3284 a.u.

Element x y z (Å)
C1 1.0502 -1.4096 -1.2957
N1 0.7281 -0.9185 0.0209
C2 -0.6005 -0.8277 0.4953
C3 -0.6891 -1.0016 1.9990
O1 -1.5587 -1.1177 -0.2303
H1 1.2820 -0.5503 -1.9331
H2 0.2003 -1.9537 -1.7156
H3 1.9393 -2.0436 -1.2359
H4 1.4895 -0.7025 0.6528
H5 -1.5703 -0.4634 2.3579
H6 0.1905 -0.5911 2.5048
H7 -0.7704 -2.0597 2.2575
C4 0.0552 1.9898 -1.1229
N2 -0.5365 2.0053 0.3175
H8 -0.5509 1.3056 -1.7191
H9 1.1222 1.7703 -1.1707
H10 -0.1448 2.9812 -1.5330
H11 -1.5475 2.1268 0.3020
H12 -0.0885 1.4606 1.0485